ORCA calculation (ωB97M-V with the def2-TZVPD basis set) on C11H21F6I2O2P2Ti as an isolated structure in a non-equilibrium geometry.

Element x y z (Å)
I -0.039 -1.274 -6.605
I -0.039 1.436 -6.607
Ti -0.054 -0.271 -0.389
P -2.468 0.047 -0.857
C -3.392 0.048 -2.413
C -3.241 -1.290 0.114
H -4.322 -1.092 0.117
H -4.140 1.484 0.099
H -2.863 -1.307 1.143
H -2.584 1.615 0.986
H -3.168 -0.854 -2.991
H -3.042 -2.254 -0.371
C -3.049 1.545 -0.001
H -4.470 0.075 -2.209
H -2.776 2.424 -0.596
H -3.123 0.919 -3.020
P 2.386 0.041 -0.785
C 3.287 0.040 -2.362
C 3.000 1.570 0.009
H 2.717 -1.538 1.074
H 4.253 -1.061 0.263
H 3.141 -2.236 -0.515
C 3.198 -1.332 0.109
H 2.492 1.734 0.966
H 4.085 1.501 0.165
H 4.370 0.065 -2.181
H 3.007 0.910 -2.964
H 2.783 2.417 -0.657
H 3.049 -0.865 -2.929
C -0.031 0.106 -2.331
O -0.016 0.337 -3.477
C 1.390 0.414 3.093
C 0.109 -0.027 2.414
O -0.113 0.683 1.208
C 0.023 -1.567 2.247
F 1.129 -2.226 2.653
F -1.053 -2.145 2.836
F -0.105 -1.911 0.858
C -1.049 0.445 3.333
F -1.046 -0.108 4.573
F -0.994 1.800 3.466
F -2.267 0.180 2.771
H 2.244 0.080 2.494
H 1.421 -0.062 4.082
H 1.359 1.504 3.185

Cartesian forces (eV/Å) of the 3 atoms listed first:
I 0.00 0.67 0.04
I 0.00 -0.60 -0.15
Ti -0.06 0.37 3.46

Highest occupied orbital energy (spin up / spin down) = -13.9 / -13.9 eV
<S²> = 0.754
Multiplicity = 2
Maximum force = 8.89 eV Å⁻¹
Relative energy (zero: lowest compared OMol25 entry of this formula, charge and spin) = 18.4 kcal per mole
Net charge = +2
Kohn-Sham gap (spin up / spin down) = 4.9 / 5.0 eV

These are the Löwdin partial charges, in e, on atoms 1 to 2: atom 1 (I): 0.077, atom 2 (I): 0.102